Density functional theory data (ωB97M-V with the def2-TZVPD basis set) for a cluster of 21 separate species, C25H6Cl84N2O2P in total at a distorted geometry.

Each atom is followed by the atoms it is bonded to, with distances in Å.
Element x y z (Å)
1 O 6.47242 2.92552 2.37857  P2 1.614, H10 0.965
2 P 5.10230 2.78300 3.22052  O1 1.614, O3 1.627, C4 1.896
3 O 4.01732 2.12831 2.20025  P2 1.627, H11 0.973
4 C 5.35040 1.38049 4.47255  P2 1.896, C5 1.315, N9 1.259
5 C 6.50800 0.76008 4.53536  C4 1.315, C6 1.353, H12 1.060
6 C 6.53913 -0.24714 5.43891  C5 1.353, C7 1.345, H13 1.063
7 C 5.39752 -0.44266 6.12283  C6 1.345, N8 1.226, H14 1.065
8 N 4.35037 0.19046 6.05435  C7 1.226, N9 1.283
9 N 4.34431 1.13889 5.19066  C4 1.259, N8 1.283, H15 1.010
10 H 6.87414 2.07257 2.17424  O1 0.965
11 H 4.54382 1.73316 1.48353  O3 0.973
12 H 7.34494 0.97781 3.92184  C5 1.060
13 H 7.40513 -0.85007 5.56473  C6 1.063
14 H 5.39437 -1.25157 6.81544  C7 1.065
15 H 3.48876 1.66518 5.08336  N9 1.010
16 C 0.68890 -0.70350 6.67361  Cl17 1.758, Cl18 1.777, Cl19 1.756, Cl20 1.765
17 Cl 0.54754 -1.74206 5.26252  C16 1.758
18 Cl 1.24796 0.89943 6.14995  C16 1.777
19 Cl -0.85597 -0.56003 7.49577  C16 1.756
20 Cl 1.88443 -1.39277 7.77411  C16 1.765
21 C 2.33121 1.39844 -1.09741  Cl22 1.760, Cl23 1.758, Cl24 1.782, Cl25 1.757
22 Cl 1.49127 0.08133 -1.90836  C21 1.760
23 Cl 1.51954 1.76216 0.41906  C21 1.758
24 Cl 4.01482 0.91693 -0.76698  C21 1.782
25 Cl 2.33414 2.83266 -2.11287  C21 1.757
26 C 3.00579 -4.17366 3.00019  Cl27 1.767, Cl28 1.764, Cl29 1.772, Cl30 1.759
27 Cl 1.54303 -3.31352 2.50924  C26 1.767
28 Cl 4.11397 -4.28490 1.63254  C26 1.764
29 Cl 3.77673 -3.26094 4.30826  C26 1.772
30 Cl 2.60728 -5.79018 3.56828  C26 1.759
31 C 3.72505 6.67302 -2.19993  Cl32 1.762, Cl33 1.769, Cl34 1.764, Cl35 1.767
32 Cl 4.72691 7.98293 -2.81963  C31 1.762
33 Cl 4.75341 5.46696 -1.41472  C31 1.769
34 Cl 2.56830 7.30782 -1.02886  C31 1.764
35 Cl 2.84312 5.92063 -3.53392  C31 1.767
36 C -2.09542 3.41714 -0.96359  Cl37 1.764, Cl38 1.765, Cl39 1.762, Cl40 1.765
37 Cl -2.31614 2.80468 0.67617  C36 1.764
38 Cl -0.58230 4.31922 -1.06671  C36 1.765
39 Cl -2.07277 2.05610 -2.08280  C36 1.762
40 Cl -3.44476 4.47320 -1.38573  C36 1.765
41 C -3.30752 -1.35350 -3.89508  Cl42 1.759, Cl43 1.769, Cl44 1.766, Cl45 1.771
42 Cl -4.47263 -0.80427 -2.69666  C41 1.759
43 Cl -2.17151 -0.03784 -4.22420  C41 1.769
44 Cl -2.45371 -2.76906 -3.27433  C41 1.766
45 Cl -4.14131 -1.78421 -5.39679  C41 1.771
46 C -8.32521 -1.97295 -3.25366  Cl47 1.765, Cl48 1.768, Cl49 1.769, Cl50 1.766
47 Cl -9.05504 -0.37470 -3.41762  C46 1.765
48 Cl -6.97599 -2.12393 -4.38609  C46 1.768
49 Cl -7.73464 -2.17820 -1.59882  C46 1.769, Cl75 2.507
50 Cl -9.53518 -3.21085 -3.60154  C46 1.766
51 C 1.16865 8.70638 2.81693  Cl52 1.764, Cl53 1.762, Cl54 1.765, Cl55 1.769
52 Cl 2.50817 9.82660 2.57030  C51 1.764
53 Cl -0.06434 9.46994 3.81766  C51 1.762
54 Cl 0.47211 8.27052 1.25446  C51 1.765
55 Cl 1.76154 7.24693 3.62111  C51 1.769
56 C -5.11431 3.00217 3.88447  Cl57 1.761, Cl58 1.760, Cl59 1.771, Cl60 1.767
57 Cl -4.89837 3.63350 2.25456  C56 1.761
58 Cl -6.16137 1.58953 3.80827  C56 1.760
59 Cl -3.54287 2.52525 4.54855  C56 1.771
60 Cl -5.83707 4.24370 4.91247  C56 1.767
61 C 6.79891 -4.77509 6.40158  Cl62 1.762, Cl63 1.760, Cl64 1.762, Cl65 1.778
62 Cl 5.27099 -5.57930 6.75279  C61 1.762
63 Cl 8.01380 -5.27857 7.57108  C61 1.760
64 Cl 7.32952 -5.19829 4.77551  C61 1.762
65 Cl 6.57871 -3.01403 6.50849  C61 1.778
66 C -6.79967 7.25572 -0.94106  Cl67 1.763, Cl68 1.769, Cl69 1.764, Cl70 1.765
67 Cl -8.46486 6.79641 -1.29443  C66 1.763
68 Cl -5.77050 6.83709 -2.31799  C66 1.769
69 Cl -6.71558 8.99370 -0.65273  C66 1.764
70 Cl -6.24502 6.39231 0.49543  C66 1.765
71 C -9.46064 -0.33208 0.49175  Cl72 1.768, Cl73 1.767, Cl74 1.764, Cl75 1.764
72 Cl -7.80012 0.12405 0.09209  C71 1.768
73 Cl -9.61263 -0.52490 2.24206  C71 1.767
74 Cl -10.56661 0.92764 -0.05812  C71 1.764
75 Cl -9.85751 -1.85499 -0.30488  Cl49 2.507, C71 1.764
76 C 2.42318 0.06450 -6.22330  Cl77 1.766, Cl78 1.768, Cl79 1.760, Cl80 1.768
77 Cl 0.73287 -0.21124 -5.79346  C76 1.766
78 Cl 3.46108 -0.92553 -5.18901  C76 1.768
79 Cl 2.68396 -0.36942 -7.90880  C76 1.760
80 Cl 2.81811 1.77186 -5.98746  C76 1.768
81 C 3.27540 2.17957 -11.27942  Cl82 1.765, Cl83 1.768, Cl84 1.767, Cl85 1.766
82 Cl 3.30569 3.85974 -11.81775  C81 1.765
83 Cl 1.68551 1.48239 -11.61156  C81 1.768
84 Cl 4.51575 1.25244 -12.13094  C81 1.767
85 Cl 3.58754 2.11378 -9.54256  C81 1.766
86 C -11.26058 1.21385 5.30507  Cl87 1.764, Cl88 1.764, Cl89 1.768, Cl90 1.767
87 Cl -11.98043 1.79224 6.80777  C86 1.764
88 Cl -12.30404 1.63870 3.94782  C86 1.764
89 Cl -9.67298 1.95911 5.08448  C86 1.768
90 Cl -11.07619 -0.54233 5.37806  C86 1.767
91 C 9.17522 1.99762 7.83529  Cl92 1.760, Cl93 1.792, Cl94 1.760, Cl95 1.758
92 Cl 10.73000 1.42481 7.24286  C91 1.760
93 Cl 7.93244 1.71620 6.57595  C91 1.792
94 Cl 8.72270 1.10825 9.28510  C91 1.760
95 Cl 9.26597 3.71719 8.19084  C91 1.758
96 C -4.06421 -5.95553 -5.46852  Cl97 1.768, Cl98 1.765, Cl99 1.764, Cl100 1.763
97 Cl -2.59747 -4.98705 -5.66287  C96 1.768
98 Cl -5.22924 -5.06668 -4.48518  C96 1.765
99 Cl -4.76182 -6.27645 -7.05688  C96 1.764
100 Cl -3.68353 -7.48682 -4.68106  C96 1.763
101 C -2.61610 -11.55293 -4.30523  Cl102 1.766, Cl103 1.761, Cl104 1.766, Cl105 1.764
102 Cl -3.27203 -10.90797 -2.79731  C101 1.766
103 Cl -3.59065 -10.96531 -5.64884  C101 1.761
104 Cl -0.94735 -11.00967 -4.50251  C101 1.766
105 Cl -2.66224 -13.31549 -4.26363  C101 1.764
106 C -5.47201 -2.47796 4.10713  Cl107 1.765, Cl108 1.770, Cl109 1.764, Cl110 1.765
107 Cl -5.74716 -3.11283 5.73038  C106 1.765
108 Cl -3.99639 -1.50058 4.09961  C106 1.770
109 Cl -5.29627 -3.81721 2.97204  C106 1.764
110 Cl -6.84271 -1.47663 3.62497  C106 1.765
111 C 4.03473 3.04920 -15.76651  Cl112 1.765, Cl113 1.770, Cl114 1.765, Cl115 1.764
112 Cl 3.17043 4.52857 -16.19056  C111 1.765
113 Cl 2.93812 1.95756 -14.90673  C111 1.770
114 Cl 4.60793 2.25978 -17.23729  C111 1.765
115 Cl 5.41768 3.45270 -14.74767  C111 1.764
116 C 5.25502 -8.66289 1.95158  Cl117 1.762, Cl118 1.767, Cl119 1.765, Cl120 1.766
117 Cl 4.91942 -10.33731 2.38401  C116 1.762
118 Cl 5.38331 -7.69861 3.42697  C116 1.767
119 Cl 6.77675 -8.57561 1.06180  C116 1.765
120 Cl 3.94743 -8.03781 0.94241  C116 1.766

Results
* net charge: +1
* multiplicity: 1
* HOMO energy: -10.93 eV

***

Density functional theory data (ωB97M-V with the def2-TZVPD basis set) for a cluster of 13 separate species, C25H76O13 in total at a distorted geometry.

Each atom is followed by the atoms it is bonded to, with distances in Å.
Element x y z (Å)
1 C -1.47299 3.23573 3.74194  C2 1.537, H4 1.090, H5 1.090, H6 1.090
2 C -1.91425 2.47570 5.00242  C1 1.537, O3 1.368, H7 1.090, H8 1.090
3 O -1.37949 1.22607 5.15742  C2 1.368, H9 0.960
4 H -1.99215 2.78607 2.89555  C1 1.090
5 H -0.40817 3.16330 3.52059  C1 1.090
6 H -1.68798 4.30395 3.71394  C1 1.090
7 H -2.99123 2.41477 5.15895  C2 1.090
8 H -1.50342 3.05002 5.83278  C2 1.090
9 H -1.83401 0.60777 4.58059  O3 0.960
10 C -1.59763 -3.69667 1.21086  C11 1.510, H13 1.090, H14 1.090, H15 1.090
11 C -0.43623 -4.63196 1.44741  C10 1.510, O12 1.449, H16 1.090, H17 1.090
12 O -0.83496 -5.51073 2.52817  C11 1.449, H18 0.960
13 H -1.50137 -2.95506 0.41786  C10 1.090
14 H -1.92533 -3.13238 2.08395  C10 1.090
15 H -2.52823 -4.22106 0.99383  C10 1.090
16 H 0.50262 -4.20096 1.79511  C11 1.090
17 H -0.37478 -5.18600 0.51073  C11 1.090
18 H -0.12861 -6.10345 2.79529  O12 0.960
19 C -4.69269 -1.98548 -0.40897  C20 1.570, H22 1.090, H23 1.090, H24 1.090
20 C -3.85003 -2.48367 -1.63630  C19 1.570, O21 1.390, H25 1.090, H26 1.090
21 O -2.66083 -1.76889 -1.72715  C20 1.390, H27 0.960
22 H -4.14929 -2.14434 0.52246  C19 1.090
23 H -5.67333 -2.41641 -0.20710  C19 1.090
24 H -4.93101 -0.92750 -0.51844  C19 1.090
25 H -4.43958 -2.28111 -2.53044  C20 1.090
26 H -3.70895 -3.56271 -1.57419  C20 1.090
27 H -2.14273 -2.03073 -2.49176  O21 0.960
28 C 5.66305 -0.48949 1.46570  C29 1.503, H31 1.090, H32 1.090, H33 1.090
29 C 4.80078 0.19296 2.49094  C28 1.503, O30 1.410, H34 1.090, H35 1.090
30 O 3.59365 0.58288 1.87625  C29 1.410, H36 0.960
31 H 5.98183 0.12912 0.62677  C28 1.090
32 H 5.10701 -1.26527 0.93931  C28 1.090
33 H 6.56264 -0.87171 1.94813  C28 1.090
34 H 5.32203 1.07524 2.86240  C29 1.090
35 H 4.63575 -0.49977 3.31615  C29 1.090
36 H 3.33294 1.46397 2.15433  O30 0.960
37 C 3.70049 0.15893 -3.01389  C38 1.528, H40 1.090, H41 1.090, H42 1.090
38 C 3.88777 0.34821 -1.50964  C37 1.528, O39 1.468, H43 1.090, H44 1.090
39 O 3.15663 -0.73726 -0.84406  C38 1.468, H45 0.960
40 H 4.00544 1.11279 -3.44430  C37 1.090
41 H 2.64498 0.06873 -3.27053  C37 1.090
42 H 4.26304 -0.64507 -3.48846  C37 1.090
43 H 3.60728 1.32941 -1.12665  C38 1.090
44 H 4.95755 0.27211 -1.31502  C38 1.090
45 H 3.15810 -0.47386 0.07910  O39 0.960
46 C 1.06265 -4.70539 -2.34505  C47 1.525, H49 1.090, H50 1.090, H51 1.090
47 C 0.98520 -3.36875 -1.61527  C46 1.525, O48 1.441, H52 1.090, H53 1.090
48 O 2.12065 -3.40420 -0.72829  C47 1.441, H54 0.960
49 H 1.40616 -5.44476 -1.62156  C46 1.090
50 H 1.64153 -4.72034 -3.26851  C46 1.090
51 H 0.05722 -5.00385 -2.64196  C46 1.090
52 H 0.11555 -3.29610 -0.96219  C47 1.090
53 H 0.99437 -2.52354 -2.30350  C47 1.090
54 H 2.44519 -2.50172 -0.68570  O48 0.960
55 C -4.45424 2.05398 0.12914  O56 1.419, H57 1.090, H58 1.090, H59 1.090
56 O -5.61943 2.86078 0.19815  C55 1.419, H60 0.960
57 H -3.96717 2.00872 -0.84493  C55 1.090
58 H -3.65146 2.34679 0.80583  C55 1.090
59 H -4.69992 1.03329 0.42224  C55 1.090
60 H -5.31217 3.73255 -0.06109  O56 0.960
61 C 3.19027 -3.00947 2.47485  O62 1.393, H63 1.090, H64 1.090, H65 1.090
62 O 4.08473 -4.05922 2.28100  C61 1.393, H66 0.960
63 H 2.25741 -3.44291 2.83538  C61 1.090
64 H 3.73145 -2.39518 3.19448  C61 1.090
65 H 2.84002 -2.41222 1.63299  C61 1.090
66 H 3.61019 -4.75688 1.82308  O62 0.960
67 C -0.77152 -1.24612 -4.47668  O68 1.381, H69 1.090, H70 1.090, H71 1.090
68 O -1.21226 -2.48724 -4.05972  C67 1.381, H72 0.960
69 H -1.15121 -1.00368 -5.46924  C67 1.090
70 H -1.15860 -0.48201 -3.80259  C67 1.090
71 H 0.31737 -1.19732 -4.47229  C67 1.090
72 H -0.90592 -3.12295 -4.71059  O68 0.960
73 C -4.37534 -0.48871 3.22737  O74 1.378, H75 1.090, H76 1.090, H77 1.090
74 O -3.00410 -0.36827 3.15949  C73 1.378, H78 0.960
75 H -4.89276 0.22629 2.58774  C73 1.090
76 H -4.63910 -1.47906 2.85624  C73 1.090
77 H -4.72033 -0.36864 4.25434  C73 1.090
78 H -2.75110 -0.42430 2.23512  O74 0.960
79 C 1.14332 4.25214 0.61910  C80 1.498, H83 1.090, H84 1.090, H85 1.090
80 C 2.26832 3.30565 0.90467  C79 1.498, C81 1.546, O82 1.431, H86 1.090
81 C 3.57517 3.71336 0.18543  C80 1.546, H87 1.090, H88 1.090, H89 1.090
82 O 2.46384 3.32798 2.32220  C80 1.431, H90 0.960
83 H 1.38323 5.27250 0.91813  C79 1.090
84 H 0.16760 3.98654 1.02595  C79 1.090
85 H 0.92740 4.25871 -0.44928  C79 1.090
86 H 1.94426 2.28558 0.69841  C80 1.090
87 H 4.40692 3.01526 0.27991  C81 1.090
88 H 3.85979 4.71931 0.49390  C81 1.090
89 H 3.43813 3.66203 -0.89470  C81 1.090
90 H 2.51676 4.24360 2.60581  O82 0.960
91 C -0.39985 1.06451 -0.49941  C92 1.543, H95 1.090, H96 1.090, H97 1.090
92 C -0.60664 -0.16666 0.40755  C91 1.543, C93 1.548, O94 1.415, H98 1.090
93 C 0.17804 -0.26675 1.73814  C92 1.548, H99 1.090, H100 1.090, H101 1.090
94 O -1.98410 -0.37674 0.65409  C92 1.415, H102 0.960
95 H -0.55955 2.05093 -0.06402  C91 1.090
96 H -1.10595 1.09201 -1.32934  C91 1.090
97 H 0.58939 1.09639 -0.95599  C91 1.090
98 H -0.28448 -1.00221 -0.21388  C92 1.090
99 H 1.24748 -0.13014 1.57775  C93 1.090
100 H 0.17430 -1.22203 2.26303  C93 1.090
101 H -0.19390 0.45267 2.46768  C93 1.090
102 H -2.38812 -0.72501 -0.14408  O94 0.960
103 C -1.79023 2.45023 -4.70867  C104 1.517, H107 1.090, H108 1.090, H109 1.090
104 C -1.49697 3.44174 -3.59890  C103 1.517, C105 1.525, O106 1.437, H110 1.090
105 C -0.00483 3.61154 -3.33553  C104 1.525, H111 1.090, H112 1.090, H113 1.090
106 O -1.97360 4.72447 -4.03719  C104 1.437, H114 0.960
107 H -1.45012 1.44093 -4.47683  C103 1.090
108 H -1.25467 2.65727 -5.63518  C103 1.090
109 H -2.85473 2.46527 -4.94256  C103 1.090
110 H -1.89210 3.25220 -2.60088  C104 1.090
111 H 0.15073 4.53555 -2.77866  C105 1.090
112 H 0.55590 3.68915 -4.26701  C105 1.090
113 H 0.48256 2.82720 -2.75644  C105 1.090
114 H -2.93088 4.66907 -4.08345  O106 0.960

Results
* multiplicity: 1
* relative energy (zero: lowest compared OMol25 entry of this formula, charge and spin): 141.2 kJ/mol
* HOMO energy: -9.56 eV